# 1
{
  "formula": "C23H27BrClN4Os",
  "method": "the ωB97M-V functional and the def2-TZVPD basis",
  "mol_weight_g_mol": 665.08,
  "total_energy_ev": -115251.6012,
  "fmax_ev_per_a": 2.2,
  "homo_lumo_gap_ev": [4.824, 4.793],
  "e_lumo_ev": [-11.99, -12.01],
  "charge": 3,
  "symbols": ["Os", "C", "C", "N", "C", "C", "N", "C", "C", "H", "H", "H", "H", "H", "H", "H", "H", "H", "H", "H", "H", "Cl", "C", "C", "C", "C", "C", "C", "C", "H", "H", "H", "H", "H", "H", "Br", "C", "C", "C", "C", "N", "C", "H", "H", "H", "H", "C", "C", "C", "N", "C", "C", "H", "H", "H", "H", "H"],
  "xyz": [[0.2168, 0.1250, 0.0646], [-0.2738, -2.1144, -1.9562], [-1.0638, -3.3903, -2.5405], [-2.0792, -3.6649, -1.5762], [-3.0637, -2.6284, -1.4755], [-2.2764, -1.3601, -0.8898], [-0.8655, -1.7063, -0.6784], [-0.7797, -2.8167, 0.2739], [-1.5667, -4.0894, -0.3074], [-0.3436, -1.2953, -2.6715], [0.7668, -2.3823, -1.8144], [-0.3909, -4.2385, -2.6444], [-1.5053, -3.1554, -3.5059], [-3.8624, -2.9244, -0.7995], [-3.4822, -2.4035, -2.4535], [-2.7200, -1.0676, 0.0607], [-2.3519, -0.5370, -1.5932], [-1.2329, -2.5292, 1.2179], [0.2641, -3.0829, 0.4316], [-2.3796, -4.3646, 0.3600], [-0.8922, -4.9336, -0.4278], [1.0807, 2.7148, 2.9577], [1.8793, 1.1909, 2.7640], [3.2328, 1.1228, 3.0347], [3.9049, -0.0894, 2.9015], [3.2293, -1.2453, 2.5299], [1.8700, -1.1778, 2.2807], [1.1622, 0.0368, 2.3673], [-0.2771, 0.0317, 2.0538], [3.7576, 2.0086, 3.3657], [4.9629, -0.1308, 3.1265], [3.7544, -2.1893, 2.4792], [1.3136, -2.0842, 2.0715], [-0.8429, 0.8960, 2.3861], [-0.8104, -0.8740, 2.3306], [4.8875, -3.0944, -1.4303], [4.0900, -1.4263, -1.1908], [4.7659, -0.2414, -1.4771], [4.1239, 0.9619, -1.2472], [2.8303, 0.9584, -0.7573], [2.1680, -0.1860, -0.5031], [2.7963, -1.3596, -0.7095], [5.7762, -0.2668, -1.8647], [4.6187, 1.9028, -1.4433], [2.3020, 1.8850, -0.5488], [2.2605, -2.2617, -0.4555], [-2.4013, 3.9721, -1.3030], [-2.0938, 2.9459, -2.1898], [-1.4584, 1.8246, -1.7107], [-1.1096, 1.6730, -0.4112], [-1.4065, 2.6794, 0.4393], [-2.0519, 3.8318, 0.0260], [-2.9024, 4.8663, -1.6493], [-2.3469, 3.0157, -3.2381], [-1.1906, 1.0125, -2.3774], [-1.1126, 2.5449, 1.4639], [-2.2699, 4.6050, 0.7493]]
}

# 2
{
  "formula": "C23H27ClF6N6O7S3W",
  "method": "the ωB97M-V functional and the def2-TZVPD basis",
  "mol_weight_g_mol": 928.99,
  "s2": 3.763,
  "relative_energy_kj_mol": 0.00,
  "total_energy_ev": -110715.8693,
  "fmax_ev_per_a": 0.9,
  "homo_lumo_gap_ev": [7.819, 8.382],
  "e_lumo_ev": [-3.08, -3.13],
  "charge": 1,
  "multiplicity": 4,
  "symbols": ["W", "C", "C", "N", "C", "C", "S", "C", "C", "N", "H", "H", "H", "H", "H", "H", "H", "H", "H", "H", "H", "H", "H", "H", "F", "C", "F", "F", "S", "O", "O", "N", "S", "O", "O", "C", "F", "F", "F", "Cl", "C", "C", "C", "C", "C", "C", "C", "O", "O", "H", "H", "H", "H", "O", "N", "C", "C", "C", "C", "C", "H", "H", "H", "H", "H", "N", "C", "C", "C", "N", "H", "H", "H", "H"],
  "xyz": [[-0.1507, 0.8911, 0.0041], [1.7716, 2.7536, 1.5281], [2.2075, 2.9731, 0.0780], [1.6544, 1.9207, -0.8139], [1.3539, 2.4066, -2.1811], [0.2029, 3.4025, -2.2137], [-1.1365, 2.9880, -1.0364], [-0.8244, 4.1739, 0.3326], [-0.6215, 3.4763, 1.6699], [0.3434, 2.3520, 1.6213], [1.9543, 3.6581, 2.1124], [2.3672, 1.9560, 1.9672], [3.2959, 2.9707, 0.0253], [1.8759, 3.9445, -0.2823], [2.3747, 1.2018, -0.9170], [1.1063, 1.5262, -2.7680], [2.2413, 2.8581, -2.6304], [-0.2441, 3.4155, -3.2053], [0.5124, 4.4232, -1.9927], [-1.6928, 4.8258, 0.4009], [0.0238, 4.7939, 0.0524], [-1.5605, 3.0486, 2.0125], [-0.2954, 4.2154, 2.4069], [0.1908, 1.8247, 2.4803], [5.6210, -2.9752, 0.2366], [4.7375, -2.0952, 0.6732], [3.5079, -2.5858, 0.4760], [4.9046, -1.9105, 1.9889], [4.9278, -0.4831, -0.2167], [3.8287, 0.3258, 0.3092], [6.2549, -0.0587, 0.0498], [4.7109, -0.9573, -1.6754], [3.4311, -0.6266, -2.5159], [2.1603, -0.9431, -1.8867], [3.4851, 0.6660, -3.1409], [3.6510, -1.8781, -3.8527], [3.5715, -3.0995, -3.3277], [2.6565, -1.7185, -4.7255], [4.8053, -1.7288, -4.4703], [-7.7155, -2.4928, 2.8580], [-6.2250, -1.6956, 2.5039], [-5.7417, -1.7003, 1.2032], [-4.5430, -1.0671, 0.9266], [-3.8331, -0.4265, 1.9370], [-4.3353, -0.4263, 3.2350], [-5.5293, -1.0619, 3.5246], [-2.5353, 0.2494, 1.6613], [-1.9593, 0.8951, 2.5371], [-2.0391, 0.0803, 0.4692], [-6.3065, -2.1958, 0.4251], [-4.1473, -1.0657, -0.0807], [-3.7766, 0.0774, 4.0121], [-5.9259, -1.0704, 4.5304], [-0.6836, 0.1143, -1.8993], [-1.3336, -1.0436, -2.0571], [-0.7056, -2.2039, -1.8046], [-1.3713, -3.3948, -1.9899], [-2.6808, -3.3876, -2.4462], [-3.2967, -2.1726, -2.7044], [-2.6013, -1.0031, -2.4944], [0.3248, -2.1031, -1.4898], [-0.8524, -4.3207, -1.7879], [-3.2138, -4.3152, -2.6036], [-4.3139, -2.1209, -3.0650], [-2.9985, -0.0125, -2.6511], [1.7501, -0.6408, 1.9740], [1.7914, -1.6064, 2.9096], [0.6184, -2.3166, 2.8325], [-0.0875, -1.7337, 1.7802], [0.6115, -0.7288, 1.2506], [2.5598, -0.2109, 1.5255], [2.6525, -1.7211, 3.5466], [0.3076, -3.1385, 3.4541], [-1.0683, -1.9710, 1.4045]]
}

# 3
{
  "formula": "C23H27ClN2O3",
  "method": "the ωB97M-V functional and the def2-TZVPD basis",
  "mol_weight_g_mol": 414.93,
  "relative_energy_kj_mol": 76.28,
  "total_energy_ev": -45935.4348,
  "fmax_ev_per_a": 0.6,
  "homo_lumo_gap_ev": 8.846,
  "e_lumo_ev": 0.35,
  "charge": 0,
  "symbols": ["C", "N", "C", "O", "C", "C", "N", "C", "O", "C", "C", "H", "H", "H", "H", "C", "H", "H", "C", "C", "C", "C", "C", "C", "C", "H", "H", "Cl", "H", "H", "H", "H", "H", "H", "H", "C", "H", "C", "O", "C", "C", "C", "C", "C", "C", "H", "H", "H", "H", "H", "H", "H", "H", "H", "H", "H"],
  "xyz": [[-1.5621, 2.8665, 0.7678], [-0.6156, 2.1192, 1.5635], [0.3101, 1.2708, 1.0527], [0.9943, 0.5691, 1.7753], [0.4813, 1.2696, -0.4642], [1.2133, -0.0203, -0.8691], [1.6519, 0.0330, -2.2400], [2.3655, 1.0990, -2.6699], [2.7441, 1.2331, -3.8164], [2.6171, 2.1058, -1.5665], [1.2894, 2.5071, -0.9184], [1.4951, 3.1593, -0.0668], [0.7126, 3.0792, -1.6482], [3.2794, 1.6627, -0.8206], [3.1109, 2.9786, -1.9933], [1.2583, -1.0027, -3.1643], [1.3727, -1.9796, -2.6861], [1.9361, -0.9422, -4.0188], [-0.1892, -0.8197, -3.6528], [-0.5387, -1.8927, -4.6408], [-1.2088, -3.0415, -4.2409], [-1.4984, -4.0482, -5.1445], [-1.1079, -3.9050, -6.4653], [-0.4333, -2.7697, -6.8854], [-0.1520, -1.7724, -5.9705], [0.3742, -0.8863, -6.2929], [-0.1336, -2.6702, -7.9167], [-1.4679, -5.1571, -7.6033], [-2.0224, -4.9366, -4.8286], [-1.5145, -3.1536, -3.2106], [-0.8701, -0.8584, -2.7999], [-0.2686, 0.1633, -4.1205], [0.5495, -0.8766, -0.7414], [2.0644, -0.1610, -0.1921], [-0.5021, 1.2741, -0.9401], [-0.8170, 2.0925, 2.9984], [0.1449, 1.8765, 3.4692], [-1.8317, 1.0078, 3.4043], [-1.9822, 0.9086, 4.7961], [-1.0401, 0.2347, 5.5304], [0.1002, -0.3743, 5.0199], [0.9589, -1.0415, 5.8795], [0.7010, -1.1084, 7.2356], [-0.4346, -0.4965, 7.7429], [-1.2993, 0.1693, 6.8994], [-2.1898, 0.6488, 7.2747], [-0.6480, -0.5396, 8.8007], [1.3784, -1.6305, 7.8942], [1.8425, -1.5103, 5.4725], [0.3470, -0.3382, 3.9705], [-2.8260, 1.2700, 3.0285], [-1.5321, 0.0479, 2.9658], [-1.1632, 3.0702, 3.3389], [-2.0671, 3.5841, 1.4107], [-1.0571, 3.4171, -0.0240], [-2.3200, 2.2152, 0.3216]]
}

# 4
{
  "formula": "C23H27F3N2O3",
  "method": "the ωB97M-V functional and the def2-TZVPD basis",
  "mol_weight_g_mol": 436.47,
  "relative_energy_kj_mol": 0.00,
  "total_energy_ev": -41567.0517,
  "fmax_ev_per_a": 0.8,
  "homo_lumo_gap_ev": 9.250,
  "e_lumo_ev": 0.43,
  "charge": 0,
  "symbols": ["C", "H", "H", "C", "C", "H", "H", "H", "H", "C", "C", "O", "N", "H", "C", "C", "C", "N", "C", "O", "C", "C", "C", "C", "C", "C", "C", "H", "H", "H", "H", "H", "H", "H", "C", "H", "H", "C", "C", "H", "H", "H", "C", "H", "H", "H", "C", "C", "O", "H", "H", "C", "F", "F", "F", "H", "H", "H"],
  "xyz": [[-4.4602, -2.1766, -1.3811], [-5.1169, -3.0199, -1.1811], [-4.4662, -1.9804, -2.4511], [-4.9303, -0.9450, -0.6121], [-6.3704, -0.5938, -0.9770], [-7.0305, -1.4269, -0.7487], [-6.7109, 0.2762, -0.4197], [-6.4503, -0.3750, -2.0395], [-4.8852, -1.1668, 0.4596], [-4.0128, 0.2545, -0.9080], [-2.5834, -0.0582, -0.5563], [-1.6762, -0.1729, -1.3577], [-2.3568, -0.2652, 0.7670], [-3.0050, 0.0495, 1.4730], [-1.0019, -0.5501, 1.1633], [-0.0584, 0.6275, 1.1049], [0.9785, 0.3161, 0.2876], [0.8591, -0.9533, -0.2141], [-0.3268, -1.5356, 0.1686], [-0.6996, -2.6390, -0.1180], [1.7664, -1.5922, -1.1372], [3.1603, -1.6831, -0.5722], [4.2644, -1.4100, -1.3680], [5.5434, -1.4978, -0.8464], [5.7292, -1.8514, 0.4790], [4.6317, -2.1242, 1.2785], [3.3533, -2.0440, 0.7561], [2.5006, -2.2617, 1.3827], [4.7702, -2.4038, 2.3120], [6.7265, -1.9163, 0.8873], [6.3953, -1.2865, -1.4754], [4.1231, -1.1329, -2.4031], [1.7656, -1.0528, -2.0903], [1.3566, -2.5935, -1.3114], [2.0742, 1.2543, -0.0480], [2.4398, 1.0714, -1.0592], [2.9091, 1.0808, 0.6392], [1.5786, 2.7087, 0.0835], [2.7771, 3.6565, 0.0135], [3.3147, 3.5217, -0.9222], [3.4664, 3.4723, 0.8345], [2.4456, 4.6901, 0.0702], [0.6134, 3.0215, -1.0624], [0.1876, 4.0140, -0.9380], [-0.2008, 2.3015, -1.0972], [1.1353, 2.9920, -2.0163], [0.8678, 2.8884, 1.4340], [-0.3092, 1.9507, 1.6285], [-1.3510, 2.2838, 2.1567], [0.5146, 3.9143, 1.5465], [1.5722, 2.6848, 2.2461], [-1.0014, -1.2101, 2.5416], [-1.7551, -2.3104, 2.5899], [-1.4587, -0.3995, 3.5019], [0.2424, -1.5683, 2.9029], [-4.0546, 0.4948, -1.9712], [-4.3407, 1.1249, -0.3358], [-3.4497, -2.4534, -1.0900]]
}

Number 3 is which compound? C23H27ClN2O3

Among the records above, which one has the highest charge? C23H27BrClN4Os

charge of number 1 (C23H27BrClN4Os)? +3